No. 1
This record from OMol25 describes a cluster of 10 separate species, H20O10 in total. The level of theory is ωB97M-V/def2-TZVPD.

```
30
Properties=species:S:1:pos:R:3:forces:R:3:nbo_charge:R:1
O 0.3479 -0.0677 -0.3116 0.1 0.4 0.5 -0.946
H 0.2125 0.3745 -1.1573 0.0 -0.2 -0.1 0.486
H 1.3037 -0.0513 -0.1888 -0.2 0.1 0.0 0.464
O 2.2678 2.7611 -0.6210 0.1 0.1 0.1 -0.939
H 3.1761 2.4536 -0.7184 -0.1 0.0 0.0 0.470
H 2.3596 3.6834 -0.3565 0.0 -0.1 0.0 0.469
O 3.5622 -2.7780 -0.3492 0.2 0.4 0.0 -0.917
H 3.1979 -2.0745 0.1997 -0.1 -0.2 0.1 0.464
H 3.5514 -2.4099 -1.2399 -0.2 -0.5 0.0 0.456
O -1.3877 -1.6533 -1.8169 -0.2 0.1 -0.4 -0.930
H -2.1885 -1.2073 -1.5190 0.0 -0.1 0.3 0.472
H -1.6050 -1.9567 -2.7056 0.0 0.0 0.1 0.458
O -3.5159 -1.3946 1.1566 -0.4 -0.4 -0.1 -0.929
H -4.1852 -0.7082 1.0564 0.3 0.1 0.1 0.469
H -4.0201 -2.2161 1.1524 0.1 0.0 0.0 0.461
O -1.4291 3.9850 -1.0314 0.0 -0.1 0.2 -0.929
H -0.7375 3.9235 -0.3628 0.0 0.0 -0.1 0.464
H -2.1507 3.4570 -0.6717 0.0 0.0 -0.2 0.465
O -2.2705 0.9056 1.3114 -0.3 0.6 -0.4 -0.932
H -1.3827 0.7225 0.9840 0.1 -0.5 -0.2 0.486
H -2.3607 1.8611 1.2230 0.0 -0.1 0.2 0.442
O -0.5462 -3.9187 1.3766 0.0 -0.1 0.2 -0.931
H -0.3380 -4.7024 1.8978 0.0 0.1 -0.1 0.460
H -0.6813 -3.2282 2.0353 -0.1 0.1 -0.2 0.472
O -0.0196 1.6541 2.9094 0.3 0.4 0.0 -0.925
H -0.1967 2.5373 3.2524 0.0 -0.1 0.1 0.461
H 0.0176 1.7766 1.9541 0.2 -0.1 0.1 0.462
O 2.6124 -0.5872 -2.4550 0.2 0.0 0.0 -0.925
H 3.1395 -0.3650 -3.2308 -0.1 0.0 0.0 0.475
H 3.2669 -0.7764 -1.7732 0.0 0.3 -0.1 0.448
```
Positions in Å, forces in eV/Å.

The calculation puts the HOMO energy at -10.6 eV. As for the structure (SMILES): O.O.O.O.O.O.O.O.O.O. For the largest force on an atom, the calculation gives 0.8 eV Å⁻¹. As for the relative energy (zero: lowest compared OMol25 entry of this formula, charge and spin): 94.5 kcal per mole. As for the charge: 0.



No. 2
This record from OMol25 describes a structure of composition C29H17AsF5N3PdSSe. The level of theory is ωB97M-V/def2-TZVPD.

```
58
Properties=species:S:1:pos:R:3:forces:R:3:lowdin_spin:R:1
Pd 0.3590 -1.4609 1.2334 0.1 -0.5 0.2 0.089
S 1.9232 -0.2627 2.3381 0.1 -0.1 -0.2 0.528
C 2.0512 1.3825 1.8509 0.0 0.0 0.0 0.061
C 2.7464 2.1948 2.7771 0.0 0.0 -0.1 0.079
C 2.9907 3.5196 2.5011 0.0 0.0 0.0 -0.007
C 2.5497 4.0564 1.2943 0.0 0.0 0.0 0.103
C 1.8597 3.2717 0.3775 0.0 0.0 0.0 -0.008
C 1.5789 1.9368 0.6335 0.0 -0.1 0.1 0.077
As 0.6787 0.7969 -0.6774 0.0 0.1 -0.1 0.017
C 0.6141 2.0428 -2.1866 0.1 0.0 0.1 0.002
C -0.3972 2.9767 -2.3900 0.0 0.0 0.0 0.001
C -0.3485 3.8287 -3.4866 0.0 0.0 0.0 0.000
C 0.7084 3.7544 -4.3843 0.0 0.0 0.0 0.000
C 1.7158 2.8191 -4.1920 0.0 0.0 0.0 0.000
C 1.6632 1.9631 -3.0999 0.0 0.0 0.0 0.000
C -1.1622 0.9600 -0.0503 0.0 0.1 -0.2 0.006
C -1.5880 1.8577 0.9204 0.0 0.0 0.0 0.001
C -2.9244 1.8931 1.2975 0.0 0.0 0.0 0.004
C -3.8380 1.0301 0.7095 0.0 0.0 0.0 0.002
C -3.4196 0.1419 -0.2745 0.0 0.0 0.0 0.000
C -2.0870 0.1119 -0.6567 0.0 -0.1 0.1 0.001
H 3.0867 1.7515 3.7044 0.0 0.0 0.0 0.001
H 3.5219 4.1344 3.2152 0.0 0.0 0.0 -0.002
H 2.7381 5.0981 1.0666 0.0 0.0 0.0 0.006
H 1.5247 3.7171 -0.5502 0.0 0.0 0.0 -0.002
H -1.2287 3.0406 -1.6989 0.0 0.0 0.0 0.000
H -1.1405 4.5513 -3.6404 0.0 0.0 0.0 0.000
H 0.7421 4.4196 -5.2379 0.0 0.0 0.0 0.000
H 2.5354 2.7488 -4.8961 0.0 0.0 0.0 0.000
H 2.4415 1.2208 -2.9620 0.0 0.0 0.0 0.000
H -0.8791 2.5208 1.4022 0.0 0.0 0.0 0.000
H -3.2475 2.5813 2.0684 0.0 0.0 0.0 0.002
H -4.8742 1.0442 1.0223 0.0 0.0 0.0 0.000
H -4.1271 -0.5396 -0.7302 0.0 0.0 0.0 0.000
H -1.7577 -0.6006 -1.4056 0.0 0.0 0.0 0.000
F 2.2368 -3.5521 2.2843 -0.1 0.1 0.0 0.001
C 2.3094 -3.5627 0.9394 0.2 -0.1 0.0 0.002
C 1.5843 -2.6601 0.1764 0.1 0.2 0.4 0.013
C 1.7433 -2.7671 -1.1890 -0.2 0.0 -0.2 0.000
F 1.0406 -2.0039 -2.0486 0.0 0.0 0.1 0.001
C 2.5915 -3.6956 -1.7740 0.0 0.0 -0.1 0.000
F 2.7070 -3.7618 -3.1046 0.0 0.0 0.0 0.000
C 3.3061 -4.5676 -0.9812 0.1 -0.1 0.0 0.000
F 4.1219 -5.4679 -1.5333 0.0 0.0 0.0 0.000
C 3.1607 -4.5044 0.3924 0.0 0.0 0.0 0.000
F 3.8472 -5.3453 1.1707 0.0 0.0 0.0 0.000
Se -2.3278 -0.4659 3.9860 0.0 0.1 0.0 0.232
N -3.7001 -1.5235 3.4967 0.0 -0.1 0.0 0.257
C -3.2958 -2.2552 2.4545 0.0 0.0 0.0 -0.003
C -3.9979 -3.2201 1.7118 0.1 0.0 0.0 0.145
C -3.3472 -3.8428 0.6413 -0.1 0.0 0.0 0.035
C -2.0411 -3.5320 0.2996 0.1 0.1 0.0 0.142
N -1.3447 -2.6156 0.9943 0.0 0.1 0.1 0.051
C -1.9502 -2.0033 2.0257 -0.2 -0.1 -0.2 -0.015
N -1.2389 -1.0857 2.6642 -0.2 0.1 0.0 0.164
H -5.0176 -3.4698 1.9718 0.0 0.0 0.0 0.007
H -3.8627 -4.5928 0.0572 0.0 0.0 0.0 -0.001
H -1.5339 -4.0080 -0.5283 0.0 0.0 0.0 0.008
```
Positions in Å, forces in eV/Å.

The calculation puts the HOMO energy (alpha / beta) at -6.3 / -8.4 eV. As for the expectation value of S²: 2.055. For the largest force on an atom, the calculation gives 0.6 eV Å⁻¹. As for the spin multiplicity: 3. As for the relative energy (zero: lowest compared OMol25 entry of this formula, charge and spin): 8.0 kcal per mole. As for the charge: 0.



No. 3
This record from OMol25 describes a cluster of 2 separate species, C5H13NO in total in a non-equilibrium geometry. The level of theory is ωB97M-V/def2-TZVPD.

```
20
Properties=species:S:1:pos:R:3:forces:R:3:nbo_charge:R:1
C 1.7576 1.2934 0.8921 0.0 -0.6 0.4 -0.467
C 0.6740 1.4221 0.1348 0.3 0.7 0.5 0.192
C 0.7450 1.8637 -1.2881 -0.5 -0.1 0.0 -0.657
N -0.6317 1.1520 0.6257 0.3 0.4 0.7 -0.819
H 1.7030 0.8962 1.9015 -0.1 0.2 0.0 0.193
H 2.7584 1.4665 0.5276 -0.1 0.0 -0.3 0.208
H 1.7623 2.1743 -1.5041 0.0 0.0 -0.2 0.225
H 0.4306 1.0376 -1.9311 0.1 0.1 -0.1 0.248
H 0.0441 2.6847 -1.4787 0.2 0.0 0.0 0.212
H -1.3206 1.8692 0.4753 0.0 0.4 -0.3 0.393
H -0.6882 0.8663 1.5954 0.3 0.0 0.0 0.394
C -0.7715 -2.3434 0.7680 0.6 -0.9 -0.3 -0.632
C -0.7287 -1.8895 -0.6907 -0.2 1.0 0.8 -0.054
O -1.4344 -0.6841 -0.8831 -0.1 0.9 0.2 -0.807
H -0.2770 -1.6852 1.4841 -0.2 0.3 -0.2 0.186
H -0.1955 -3.2802 0.8378 -0.3 0.0 0.1 0.202
H -1.7971 -2.5492 1.0660 0.0 0.1 0.1 0.207
H 0.3117 -1.7479 -1.0097 0.1 -0.4 -0.1 0.143
H -1.2300 -2.6552 -1.2828 0.2 0.0 -0.2 0.169
H -1.1121 0.1088 -0.2401 -0.6 -2.3 -1.2 0.464
```
Positions in Å, forces in eV/Å.

The calculation puts the HOMO energy at -8.9 eV. As for the structure (SMILES): C=C(C)N.CCO. For the largest force on an atom, the calculation gives 2.7 eV Å⁻¹. As for the relative energy (zero: lowest compared OMol25 entry of this formula, charge and spin): 37.0 kcal per mole. As for the charge: 0.



No. 4
This record from OMol25 describes a cluster of 2 separate species, C4H6N2 in total in a non-equilibrium geometry. The level of theory is ωB97M-V/def2-TZVPD.

```
12
Properties=species:S:1:pos:R:3:forces:R:3:nbo_charge:R:1
C 1.0383 -1.0446 -1.2780 0.4 -0.1 -0.4 -0.802
C 0.4140 -0.0298 1.0275 -0.2 0.3 0.1 0.552
C -0.7764 0.1069 0.3986 0.7 -0.7 -0.5 -0.601
N 1.2506 -0.2892 1.8482 0.1 -0.2 0.2 -0.606
N -2.4220 1.9726 0.0692 0.1 0.2 -0.1 -0.611
C -1.6754 1.0967 0.4692 -0.5 0.3 0.2 0.399
H 2.2355 -0.0750 1.7421 -0.1 0.1 -0.1 0.403
H -3.1718 2.3125 0.6689 0.0 -0.2 0.0 0.383
H -0.5850 -0.5883 -0.5175 -0.5 0.2 0.4 0.326
H 1.3395 -2.0051 -0.8663 -0.1 0.1 0.1 0.185
H 1.8497 -0.3235 -1.3396 -0.1 0.0 0.1 0.182
H 0.5029 -1.1332 -2.2224 -0.1 0.0 0.1 0.190
```
Positions in Å, forces in eV/Å.

The calculation puts the HOMO energy (alpha / beta) at -8.0 / -6.4 eV. For the largest force on an atom, the calculation gives 1.2 eV Å⁻¹. As for the relative energy (zero: lowest compared OMol25 entry of this formula, charge and spin): 149.2 kcal per mole. As for the charge: 0.



No. 5
This record from OMol25 describes a cluster of 2 separate species, C4H14NO in total in a non-equilibrium geometry. The level of theory is ωB97M-V/def2-TZVPD.

```
20
Properties=species:S:1:pos:R:3:forces:R:3:nbo_charge:R:1
C -0.8728 -0.5219 0.9212 0.9 2.2 -1.2 -0.200
C 0.5957 -0.0175 0.5771 -3.0 -1.8 1.9 -0.241
C 1.4528 -1.1034 1.1861 1.0 -1.8 0.2 -0.621
C 0.5926 1.4627 0.8247 1.1 2.0 1.7 -0.634
N -1.6111 -0.1560 -0.3118 -2.7 0.6 -1.6 -0.698
H -1.3025 0.0602 1.7713 0.2 -1.0 -0.5 0.237
H -1.0957 -1.5674 0.8630 0.8 -0.8 1.3 0.213
H 0.6753 -0.0071 -0.4553 0.4 -1.0 -2.2 0.201
H 1.5449 -1.0847 2.2709 -0.4 0.2 0.1 0.232
H 2.4748 -1.0519 0.8558 0.5 0.1 -0.3 0.234
H 1.1281 -2.2188 0.9216 0.3 2.6 0.3 0.221
H 0.1499 2.1345 0.0173 0.3 -1.3 0.7 0.220
H 0.0670 1.7367 1.8032 1.0 -0.2 -1.2 0.217
H 1.6723 1.7625 0.8612 -1.0 0.2 0.3 0.253
H -1.9750 0.8232 -0.4420 0.2 -1.2 0.7 0.446
H -2.3656 -0.8641 -0.3695 -0.2 1.2 -0.3 0.439
H -1.0748 -0.2948 -1.1768 0.5 -0.1 -0.1 0.466
H -0.3129 1.0859 -3.5056 0.5 -0.8 -0.3 0.507
H 0.4180 -0.4175 -3.5624 -1.3 2.0 0.7 0.516
O -0.1611 0.2396 -3.0501 0.7 -1.3 -0.1 -1.010
```
Positions in Å, forces in eV/Å.

The calculation puts the HOMO energy at -15.0 eV. For the largest force on an atom, the calculation gives 4.0 eV Å⁻¹. As for the relative energy (zero: lowest compared OMol25 entry of this formula, charge and spin): 41.6 kcal per mole. As for the charge: +1.



No. 6
This record from OMol25 describes an isolated molecule of C3H5NO2. The level of theory is ωB97M-V/def2-TZVPD.

```
11
Properties=species:S:1:pos:R:3:forces:R:3:nbo_charge:R:1
C -1.6771 0.1619 0.2272 0.0 -0.1 0.1 -0.720
C -0.3990 -0.5069 -0.2018 -0.2 -0.3 -0.2 0.512
O -0.3063 -1.6798 -0.4971 0.0 0.6 0.3 -0.519
C 0.8280 0.4145 -0.2998 0.1 0.2 0.0 0.569
N 1.9728 -0.1529 0.1483 0.0 0.1 -0.1 -0.804
O 0.7207 1.5476 -0.7323 0.0 -0.4 0.2 -0.589
H -2.3651 -0.5934 0.6122 0.1 0.1 -0.1 0.237
H -1.4752 0.9235 0.9859 0.0 -0.1 -0.1 0.237
H -2.1369 0.6710 -0.6271 0.1 -0.1 0.1 0.258
H 2.0006 -1.1405 0.3496 0.0 0.1 -0.1 0.412
H 2.8375 0.3548 0.0351 -0.1 -0.1 0.0 0.406
```
Positions in Å, forces in eV/Å.

The calculation puts the HOMO energy at -9.7 eV. As for the structure (SMILES): CC(=O)C(N)=O. For the largest force on an atom, the calculation gives 0.6 eV Å⁻¹. As for the relative energy (zero: lowest compared OMol25 entry of this formula, charge and spin): 5.6 kcal per mole. As for the charge: 0.